# 1
A structure of composition C31H34BIrN11O. Source: the Open Molecules 2025 dataset; level of theory: ωB97M-V/def2-TZVPD.

Each line ends with the Löwdin spin population.
Cartesian coordinates (Å):
Ir 0.64244 1.16754 0.04826  0.01
C -1.78639 -0.78163 -5.98023  0.01
C -1.04887 -0.83024 -4.69299  0.07
C -1.38302 -1.76808 -3.70965  -0.01
C -0.72528 -1.79572 -2.50724  0.06
C 0.29453 -0.86730 -2.18824  0.03
N 0.89493 -0.90175 -0.96009  0.36
C 1.18588 -2.10713 -0.41985  0.04
C 1.50456 -3.19722 -1.27664  0.09
C 1.73758 -4.46256 -0.81499  -0.01
C 1.70993 -4.73967 0.55574  0.11
C 1.91546 -6.12213 1.05400  0.02
C 1.49235 -3.67167 1.42148  0.00
C 1.21557 -2.38342 0.97788  0.09
N 0.89693 -1.42264 1.95215  0.01
C 0.41790 -1.68504 3.19279  0.01
C 0.39040 -0.50107 3.89160  0.01
C 0.87089 0.45316 2.99701  0.01
N 1.16511 -0.11664 1.83294  0.02
C 0.62249 0.08646 -3.18615  0.06
C -0.03500 0.07915 -4.40718  0.00
N 1.64370 1.03114 -2.99185  0.00
C 2.52725 1.45636 -3.91780  0.00
C 3.24789 2.48768 -3.36112  0.00
C 2.72606 2.63494 -2.07536  0.01
N 1.76403 1.74657 -1.86530  -0.01
H -2.11642 -1.77317 -6.28037  0.00
H -1.18254 -0.34265 -6.76921  0.00
H -2.67860 -0.16382 -5.86490  0.01
H -2.17571 -2.47535 -3.90068  0.00
H -1.00738 -2.51340 -1.74997  0.00
H 1.57809 -2.99666 -2.33456  0.00
H 1.94817 -5.25896 -1.51246  0.00
H 1.63469 -6.84516 0.29195  0.00
H 1.34701 -6.30623 1.96309  0.00
H 2.96810 -6.28401 1.28693  0.01
H 1.54808 -3.86029 2.48167  0.00
H 0.10240 -2.65932 3.50390  0.00
H 0.08023 -0.34468 4.90305  0.00
H 1.03752 1.50129 3.14981  0.00
H 0.23577 0.81045 -5.15346  0.00
H 2.61892 0.98885 -4.87732  0.00
H 4.03463 3.05056 -3.81725  0.00
H 3.00873 3.34498 -1.32489  0.00
B 1.51405 4.61782 1.43465  0.00
N 0.22868 4.39060 0.66731  0.00
C -0.59101 5.41807 0.35445  0.00
C -1.68113 4.92134 -0.32254  0.00
C -1.46490 3.54147 -0.35967  0.00
N -0.31363 3.24553 0.23928  0.00
N 2.56883 3.52892 1.35677  0.00
C 3.85809 3.75577 1.69051  0.00
C 4.58219 2.60591 1.47257  0.00
C 3.63749 1.68506 1.01127  0.00
N 2.44099 2.26200 0.95542  -0.01
H 1.24498 4.81355 2.58883  0.00
H 1.99634 5.64213 1.06077  0.00
H -0.34575 6.42650 0.62169  0.00
H -2.50638 5.46289 -0.73531  0.00
H -2.08469 2.77199 -0.77916  0.00
H 4.17753 4.70588 2.06426  0.00
H 5.63012 2.45116 1.60918  0.00
H 3.76648 0.65463 0.73822  0.00
N -1.47686 0.44948 0.41944  0.00
C -2.23124 0.00609 1.18210  0.00
N -3.07660 -0.48609 2.01201  0.00
C -3.08325 -1.89270 2.38820  0.00
C -4.52574 -2.42326 2.32493  0.00
O -5.38704 -1.62274 3.08699  0.00
C -5.42416 -0.30348 2.60722  0.00
C -4.03837 0.34637 2.72418  0.00
H -2.71703 -1.97834 3.41753  0.00
H -2.43745 -2.45700 1.71359  0.00
H -4.57736 -3.42605 2.75217  0.00
H -4.86267 -2.45733 1.27766  0.00
H -6.14960 0.23311 3.21966  0.00
H -5.75371 -0.28883 1.55748  0.00
H -3.74806 0.38560 3.77959  0.00
H -4.03819 1.35245 2.30427  0.00

Properties
HOMO-LUMO gap (spin up / spin down) = 6.15 / 5.11 eV
⟨S²⟩ = 0.819
ΔE to the lowest compared entry with this formula, charge and spin = 0.0 kJ/mol
E_LUMO (spin up / spin down) = -6.9 / -7.9 eV
2S+1 = 2
Total charge = +2


# 2
A cluster of 7 separate species, C35H49F6N2O21 in total. Source: the Open Molecules 2025 dataset; level of theory: ωB97M-V/def2-TZVPD.

Each line ends with the Löwdin spin population.
Cartesian coordinates (Å):
C 6.31808 0.01150 0.12254  0.00
C 5.13704 -0.02080 -0.80757  0.00
N 5.34338 -0.02224 -2.06643  0.00
C 3.78768 -0.08707 -0.11429  0.00
C 2.61365 0.72308 -0.72937  0.00
C 3.11014 2.03580 -1.37830  0.00
C 3.96194 2.95950 -0.48234  0.00
C 3.56766 4.43094 -0.61006  0.00
C 2.15262 4.70171 -0.17723  0.00
O 1.88566 6.12860 -0.35620  0.00
C 0.54592 6.34192 -0.35846  0.00
O -0.10677 6.58373 -1.34951  0.00
C 1.66027 1.05634 0.43815  0.00
C 0.15726 0.97955 0.17602  0.03
C -0.39385 2.15506 -0.61788  0.02
C -0.53539 1.00714 1.56257  0.00
N -0.14015 -0.33786 -0.43172  0.39
O -1.37825 -0.66643 -0.38882  0.50
C 0.50622 -0.65849 -1.72374  0.03
C 0.53247 -2.19845 -1.78496  0.01
C -0.32394 -0.19866 -2.92849  0.02
C 1.95156 -0.12016 -1.87149  0.00
H 7.17363 -0.43710 -0.36286  0.00
H 6.58352 1.02694 0.41220  0.00
H 6.12397 -0.58304 1.00835  0.00
H 4.45276 -0.07561 -2.56085  0.00
H 3.94765 0.27307 0.90152  0.00
H 3.49102 -1.13227 -0.01308  0.00
H 2.20301 2.55748 -1.68405  0.00
H 3.64386 1.82652 -2.30099  0.00
H 4.99213 2.87144 -0.81982  0.00
H 3.90285 2.63817 0.55542  0.00
H 3.72902 4.80348 -1.61914  0.00
H 4.21371 5.01942 0.04445  0.00
H 1.42704 4.17563 -0.79223  0.00
H 1.98163 4.45315 0.87216  0.00
H 0.07741 6.31412 0.63985  0.00
H 1.86071 2.03545 0.86752  0.00
H 1.85255 0.32769 1.22663  0.00
H -1.44633 2.01330 -0.85903  0.00
H 0.13811 2.37730 -1.54079  0.00
H -0.35282 3.02735 0.03355  0.00
H -1.44218 1.60154 1.55761  0.00
H -0.71454 0.00345 1.92885  0.00
H 0.15048 1.46890 2.27385  0.00
H 1.12852 -2.57568 -2.60888  0.00
H -0.49172 -2.52932 -1.95973  0.00
H 0.82570 -2.59897 -0.81756  0.00
H -0.27373 0.87934 -3.06926  0.00
H 0.13138 -0.64097 -3.81378  0.00
H -1.34967 -0.54307 -2.86180  0.00
H 2.60111 -0.97649 -2.03172  0.00
H 2.01101 0.45170 -2.79673  0.00
C -2.03799 -3.72855 1.50015  0.00
C -2.54294 -2.50144 2.21798  0.00
O -1.38335 -2.06743 2.92555  0.00
C -0.30353 -2.48063 2.21896  0.00
O 0.80176 -2.07145 2.37670  0.00
O -0.65548 -3.39890 1.30218  0.00
F -3.52054 -2.79472 3.11558  0.00
H -2.11194 -4.62306 2.12067  0.00
H -2.53974 -3.89759 0.55341  0.00
H -2.88336 -1.70608 1.55813  0.00
C 10.83588 0.10497 -2.38347  0.00
C 10.05299 -0.87852 -3.22386  0.00
O 9.67993 -1.85782 -2.27390  0.00
C 9.60754 -1.24577 -1.05658  0.00
O 9.07695 -1.69896 -0.10431  0.00
O 10.20845 -0.03129 -1.10587  0.00
F 10.81985 -1.45360 -4.18461  0.00
H 11.88460 -0.18626 -2.30916  0.00
H 10.76672 1.12942 -2.73871  0.00
H 9.15413 -0.46722 -3.68597  0.00
C -2.35593 4.00315 -3.34228  0.00
C -3.33081 4.79031 -4.18540  0.00
O -4.39296 3.86985 -4.35958  0.00
C -4.39259 3.02763 -3.28619  0.00
O -5.28185 2.30850 -2.99286  0.00
O -3.22988 3.14674 -2.59616  0.00
F -2.81712 5.11448 -5.39681  0.00
H -1.69282 3.39702 -3.96187  0.00
H -1.75991 4.62580 -2.67839  0.00
H -3.71242 5.69508 -3.70980  0.00
C -7.56497 -1.12152 1.69592  0.00
C -7.84271 -2.57472 2.00549  0.00
O -6.93496 -3.24677 1.14669  0.00
C -5.88196 -2.41374 0.93353  0.00
O -4.84218 -2.74551 0.47255  0.00
O -6.17824 -1.16016 1.33322  0.00
F -9.10815 -2.92824 1.68766  0.00
H -8.15594 -0.77747 0.84683  0.00
H -7.72462 -0.45961 2.54188  0.00
H -7.63980 -2.86532 3.03760  0.00
C 4.17134 -2.55180 4.00652  0.00
C 4.65427 -2.13760 5.37700  0.00
O 5.97463 -1.69093 5.11778  0.00
C 6.01460 -1.25265 3.82759  0.00
O 6.87983 -0.60168 3.35482  0.00
O 4.90976 -1.66419 3.15784  0.00
F 4.69747 -3.17854 6.24537  0.00
H 4.44980 -3.58323 3.78528  0.00
H 3.10381 -2.42398 3.86048  0.00
H 4.08496 -1.32439 5.83034  0.00
C -12.95318 -4.41999 1.00427  0.00
C -14.04215 -3.88650 1.90796  0.00
O -13.40366 -2.79083 2.53732  0.00
C -12.44093 -2.33107 1.68644  0.00
O -11.89358 -1.28894 1.78928  0.00
O -12.20943 -3.23516 0.70515  0.00
F -14.41631 -4.78837 2.84774  0.00
H -12.31400 -5.12889 1.53219  0.00
H -13.33041 -4.87809 0.09424  0.00
H -14.93193 -3.53138 1.38541  0.00

Properties
HOMO-LUMO gap (spin up / spin down) = 9.05 / 9.74 eV
⟨S²⟩ = 0.754
E_LUMO (spin up / spin down) = 0.5 / 0.2 eV
2S+1 = 2